# C3H4GdO2

C3H4GdO2 as an isolated structure in a non-equilibrium geometry (ωB97M-V/def2-TZVPD, the OMol25 dataset).

Calculated values
2S+1 = 9
highest occupied orbital energy (spin up / spin down) = -6.3220 / -7.5741 eV
energy relative to the best compared isomer or geometry (same formula, charge and spin) = 0.0 kcal/mol
<S²> = 20.1226

Cartesian coordinates (Å):
1 O -3.90 2.19 0.41
2 C -2.72 2.07 0.38
3 O -0.77 -0.75 -0.41
4 C 0.55 -1.20 -0.12
5 C 1.52 0.00 0.01
6 Gd -0.42 1.37 -0.42
7 H 0.88 -1.88 -0.94
8 H 0.54 -1.81 0.80
9 H 2.33 -0.04 -0.73
10 H 1.98 0.04 1.01